15
Properties=species:S:1:pos:R:3:mulliken_charge:R:1 method="wB97M-V/def2-TZVPD" fmax_ev_per_a=5.04 e_above_lowest_ev=5.663 gap_ev="9.253 / 9.253" charge=0
C -1.086 0.138 1.419 -0.31
C 0.757 -1.212 0.798 -0.94
C 0.770 0.823 -1.782 -0.71
N -2.008 0.361 0.164 -0.39
N -1.360 0.638 -0.809 -0.03
N 0.288 0.178 1.058 -0.40
N -0.171 1.014 -0.774 0.13
H -1.323 0.922 1.991 0.38
H -1.473 -0.770 1.938 0.29
H 1.524 -1.172 0.079 0.36
H 1.148 -1.539 1.721 0.37
H 0.014 -1.892 0.495 0.36
H 1.670 1.157 -1.436 0.36
H 0.838 -0.195 -2.168 0.31
H 0.412 1.548 -2.696 0.24